No. 1
A molecular structure, C54H108N2O14Rb. Source: the Open Molecules 2025 dataset; level of theory: the ωB97M-V functional and the def2-TZVPD basis.

Each line ends with the Löwdin charge.
Element x y z (Å)
Rb  16.0964  4.6399  5.8036  0.7537
C  18.5652  0.5880  6.5383  -0.0612
C  19.4680  1.1027  7.6642  -0.4660
C  20.6280  1.9106  6.9215  -0.1396
C  21.5810  2.7574  7.8592  -0.1629
C  20.5845  3.7316  8.6041  -0.1906
C  19.4837  3.1139  9.4596  -0.4693
N  18.7593  2.0821  8.6217  -0.1928
O  17.4682  1.6901  9.1076  -0.3352
C  18.6515  4.4377  9.8717  -0.0426
C  20.1703  2.5722  10.7456  -0.0450
C  20.0265  -0.0982  8.4994  -0.0384
H  17.5108  0.5019  6.8010  0.0682
H  18.9943  -0.3006  6.0754  0.0760
H  18.4174  1.4378  5.8718  0.0487
H  20.1851  2.5151  6.1300  0.0861
H  21.1818  1.1296  6.4006  0.0928
H  22.3255  3.3486  7.3260  0.0843
H  22.2220  2.1252  8.4736  0.0837
H  20.1740  4.3288  7.7899  0.0954
H  21.2654  4.3563  9.1822  0.1042
H  19.1127  5.1633  10.5417  0.0643
H  17.8827  4.0314  10.5289  0.0677
H  18.1624  4.8361  8.9828  0.0512
H  21.1945  2.2887  10.5032  0.0581
H  19.5886  1.7503  11.1630  0.0771
H  20.1261  3.2879  11.5665  0.0586
H  19.2730  -0.5492  9.1452  0.0813
H  20.8469  0.3257  9.0784  0.0527
H  20.4594  -0.8245  7.8116  0.0575
C  9.9728  -0.3260  15.8637  -0.0717
C  10.4964  0.8158  15.0711  -0.5096
C  10.4842  2.1536  15.9263  -0.1742
C  11.6651  2.2948  16.8714  -0.2285
C  13.0162  2.0606  16.1835  -0.1522
C  13.0939  0.7107  15.3049  -0.4383
N  11.8312  0.6267  14.4829  -0.2174
O  11.8534  -0.1532  13.2612  -0.3656
C  13.2077  -0.4764  16.3177  -0.0495
C  14.3746  0.9736  14.4661  -0.0695
C  9.4117  1.2483  13.9581  -0.0625
H  10.3203  -0.2608  16.8947  0.0619
H  10.2723  -1.2464  15.3624  0.0819
H  8.8857  -0.3290  15.7835  0.0657
H  9.6409  2.1046  16.6152  0.0995
H  10.4577  3.0736  15.3425  0.1045
H  11.4227  1.6336  17.7034  0.0887
H  11.6344  3.3174  17.2474  0.0931
H  13.7404  2.0739  16.9980  0.0950
H  13.2518  2.9627  15.6189  0.0972
H  12.4809  -0.3795  17.1242  0.0453
H  14.1906  -0.4953  16.7883  0.0603
H  12.9654  -1.4194  15.8278  0.0725
H  14.6147  0.1533  13.7897  0.0702
H  15.3216  1.2040  14.9543  0.0560
H  14.3897  1.9410  13.9643  0.0668
H  9.0927  0.3650  13.4049  0.0578
H  9.8253  1.9755  13.2594  0.0702
H  8.5425  1.6283  14.4950  0.0542
C  24.3061  -2.0950  2.7275  -0.0409
C  23.9886  -3.5183  2.6788  -0.5103
O  23.0754  -4.0527  3.3100  0.0621
C  24.8269  -4.2644  1.6918  -0.0377
H  23.8829  -1.6090  1.8484  0.0955
H  25.3723  -1.8690  2.7444  0.0869
H  23.8304  -1.5927  3.5698  0.0893
H  25.1377  -3.7412  0.7875  0.0805
H  24.3113  -5.1668  1.3632  0.0845
H  25.7913  -4.5475  2.1136  0.0894
C  20.6797  11.4104  12.5835  -0.0304
C  20.1758  10.8876  11.2608  -0.4562
O  19.3395  11.4916  10.5759  0.0336
C  20.7620  9.5282  10.8322  -0.0235
H  21.4246  10.8086  13.1041  0.0754
H  19.8571  11.2641  13.2835  0.0890
H  20.9210  12.4724  12.5376  0.0835
H  20.8719  8.7633  11.6009  0.0770
H  21.6743  9.5819  10.2383  0.0799
H  19.9916  9.0874  10.1996  0.0723
C  12.4767  1.0032  2.7644  -0.0167
C  12.7823  2.3224  2.0236  -0.4126
O  13.7440  3.0235  2.4033  0.0039
C  11.8526  2.7460  0.8024  -0.0133
H  13.3249  0.8402  3.4293  0.0820
H  12.5151  0.3055  1.9278  0.0814
H  11.5027  0.9606  3.2517  0.0869
H  11.8172  3.8291  0.6848  0.0705
H  10.8698  2.3820  1.1018  0.0700
H  12.2213  2.3916  -0.1602  0.0751
C  18.8017  -5.9107  5.3368  -0.0221
C  17.4015  -6.4221  5.4990  -0.4909
O  16.7903  -6.4927  6.5637  0.0563
C  16.6536  -6.8604  4.2592  -0.0357
H  19.1769  -5.7258  6.3433  0.0842
H  18.8012  -4.9871  4.7578  0.0884
H  19.4128  -6.6350  4.7984  0.0826
H  17.2499  -7.5648  3.6794  0.0741
H  16.4626  -5.9978  3.6208  0.0823
H  15.7436  -7.3728  4.5714  0.0813
C  14.6318  9.9103  9.3752  -0.0246
C  14.7012  8.7909  10.3738  -0.5047
O  14.1986  7.6937  10.1569  0.0548
C  15.3610  9.0319  11.6706  -0.0221
H  14.9671  9.6803  8.3639  0.0829
H  15.0095  10.8728  9.7204  0.0737
H  13.5795  10.1923  9.3380  0.0863
H  15.0173  8.3124  12.4138  0.0940
H  15.1998  10.0660  11.9752  0.0822
H  16.4341  8.8774  11.5586  0.0931
C  21.6895  9.1128  5.4187  -0.0215
C  20.7434  8.1849  4.6574  -0.4564
O  19.5621  8.1034  4.9891  0.0349
C  21.2598  7.6326  3.3072  -0.0191
H  22.0771  8.5370  6.2591  0.0832
H  21.1193  9.9367  5.8479  0.0878
H  22.5448  9.3602  4.7900  0.0728
H  22.1141  7.0171  3.5890  0.0802
H  21.7254  8.4206  2.7153  0.0765
H  20.4362  7.1396  2.7907  0.0799
C  20.5769  6.4953  16.4485  -0.0276
C  19.3762  6.4578  15.4753  -0.4621
O  19.0230  7.5262  14.9674  0.0226
C  18.4631  5.2789  15.5108  -0.0230
H  21.1579  5.5741  16.4933  0.0741
H  20.2046  6.7691  17.4356  0.0847
H  21.1853  7.3331  16.1078  0.0705
H  17.4700  5.5561  15.8644  0.0946
H  18.8321  4.4800  16.1539  0.0768
H  18.3335  4.7813  14.5497  0.0890
C  21.3563  -0.8987  14.1292  -0.0375
C  22.6388  -1.5581  14.4330  -0.4816
O  22.7379  -2.2048  15.4709  0.0531
C  23.7446  -1.4952  13.3716  -0.0214
H  20.6499  -1.1869  14.9078  0.0831
H  20.8284  -1.2536  13.2441  0.0925
H  21.3626  0.1904  14.1722  0.0881
H  24.6736  -1.7607  13.8763  0.0733
H  23.9507  -0.4842  13.0201  0.0742
H  23.6455  -2.1057  12.4741  0.0769
C  28.4570  1.7964  3.3469  -0.0277
C  27.9033  3.1042  3.7401  -0.4931
O  28.4607  3.8640  4.5458  0.0379
C  26.5971  3.5924  3.1512  -0.0276
H  29.4049  1.7898  3.8850  0.0889
H  28.5166  1.6724  2.2656  0.0932
H  27.8886  0.9999  3.8270  0.0906
H  26.5814  3.9051  2.1072  0.0819
H  26.0574  4.3407  3.7316  0.0829
H  26.0402  2.6555  3.1385  0.0725
C  20.3499  2.0514  0.8919  -0.0193
C  18.9502  2.6160  1.0974  -0.4831
O  18.7453  3.2781  2.0966  0.0528
C  17.8457  2.1369  0.1843  -0.0235
H  20.2671  1.1164  1.4459  0.0947
H  21.0306  2.7375  1.3958  0.0816
H  20.6003  1.9173  -0.1605  0.0757
H  17.1918  1.4134  0.6711  0.0880
H  18.1794  1.5557  -0.6753  0.0685
H  17.2262  2.8921  -0.2995  0.0841
C  26.7296  6.1128  9.1875  -0.0210
C  28.0498  6.3469  9.8862  -0.5016
O  28.3979  5.7420  10.8735  0.0678
C  28.9930  7.3211  9.1877  -0.0315
H  26.9229  5.7650  8.1728  0.0872
H  26.2255  7.0787  9.1537  0.0800
H  26.1837  5.4483  9.8573  0.0864
H  28.4506  8.2427  8.9765  0.0727
H  29.2822  6.9602  8.2006  0.0815
H  29.8779  7.5963  9.7615  0.0789
C  22.7634  -5.8687  9.3094  -0.0226
C  24.0305  -5.0731  9.5350  -0.5102
O  24.8095  -5.3955  10.4066  0.0608
C  24.3413  -3.9489  8.6060  -0.0278
H  21.8990  -5.4108  9.7903  0.0907
H  22.8651  -6.8708  9.7262  0.0790
H  22.6546  -6.0977  8.2493  0.0779
H  23.5177  -3.2796  8.8548  0.0861
H  24.3514  -4.0466  7.5204  0.0832
H  25.2219  -3.3938  8.9292  0.0815

Total charge: -1
Gap between HOMO and LUMO in hartree: 0.0438
LUMO energy in eV: 0.458

No. 2
8 unconnected molecules or ions with the total composition C54H113BrN10. Source: the Open Molecules 2025 dataset; level of theory: the ωB97M-V functional and the def2-TZVPD basis.

Each line ends with the Löwdin spin population.
Element x y z (Å)
C  8.1271  2.3695  -0.8656  0.0000
C  7.2465  3.5697  -0.8773  0.0000
N  5.8252  3.3197  -1.2184  0.0000
C  4.7416  4.1294  -0.8389  0.0000
C  3.5817  3.5109  -1.4984  0.0000
N  3.9771  2.4186  -2.2235  0.0000
C  5.3054  2.2648  -1.9743  0.0000
C  3.2622  1.6341  -3.2003  0.0000
H  7.6989  1.5823  -0.2451  0.0000
H  9.1047  2.6161  -0.4514  0.0000
H  8.2881  1.9355  -1.8524  0.0000
H  7.5674  4.3190  -1.6009  0.0000
H  7.2382  4.0486  0.1018  0.0000
H  4.7839  4.9855  -0.1818  0.0000
H  2.5174  3.6817  -1.5657  0.0000
H  5.8862  1.4221  -2.3190  0.0000
H  3.3364  0.5944  -2.8815  0.0000
H  3.6613  1.8071  -4.1998  0.0000
H  2.2408  2.0145  -3.2035  0.0000
C  3.1306  5.3515  3.0693  0.0000
C  2.3793  6.7199  2.7261  0.0000
N  1.7053  6.6070  1.4323  0.0000
C  2.1872  7.1725  0.2606  0.0000
C  1.2414  6.9112  -0.7374  0.0000
N  0.2748  6.1302  -0.1147  0.0000
C  0.5067  6.0552  1.2088  0.0000
C  -0.8431  5.6387  -0.8831  0.0000
H  3.5826  4.9565  2.1594  0.0000
H  2.3909  4.7469  3.5940  0.0000
H  3.8736  5.6223  3.8194  0.0000
H  3.0952  7.5418  2.7173  0.0000
H  1.5843  6.9751  3.4268  0.0000
H  3.1717  7.6150  0.2979  0.0000
H  1.2305  7.2390  -1.7664  0.0000
H  -0.1881  5.5863  1.8898  0.0000
H  -1.0836  6.2871  -1.7255  0.0000
H  -1.7634  5.4711  -0.3236  0.0000
H  -0.5694  4.6286  -1.1879  0.0000
C  0.2421  -1.5718  -8.1407  0.0001
C  -0.5111  -0.7424  -7.0986  0.0010
N  -0.2389  0.7280  -7.1920  0.0001
C  -1.0378  1.7066  -6.4933  0.0000
C  -0.4089  2.9146  -6.5852  0.0000
N  0.7655  2.7080  -7.2833  0.0000
C  0.9081  1.3541  -7.5589  0.0000
C  1.7103  3.8255  -7.5866  0.0000
H  0.2347  -1.0543  -9.1000  0.0000
H  -0.3418  -2.4094  -8.5223  0.0000
H  1.2221  -1.7896  -7.7163  0.0000
H  -0.3320  -1.0868  -6.0801  0.0000
H  -1.5716  -0.8426  -7.3298  0.0020
H  -1.9063  1.3317  -5.9722  0.0008
H  -0.6360  3.9381  -6.3260  0.0000
H  1.7554  0.8733  -8.0250  0.0000
H  2.7279  3.6218  -7.2532  0.0000
H  1.3631  4.7550  -7.1353  0.0000
H  1.7081  4.0756  -8.6475  0.0000
C  -5.2976  -4.5218  -2.9346  0.0001
C  -5.0279  -3.1780  -2.2784  0.0001
C  -3.5615  -2.7433  -2.5430  0.0020
C  -3.3423  -1.2252  -2.2746  -0.0001
N  -1.8519  -0.7675  -2.0171  0.0000
C  -1.0442  -0.9175  -3.3393  0.0001
C  0.1048  0.1117  -3.1127  0.0000
C  -0.5804  1.3433  -2.6460  0.0000
C  -1.6675  0.7863  -1.8026  0.0000
C  -1.1329  -1.5246  -0.9078  0.0000
H  -6.3058  -4.9132  -2.7988  0.0000
H  -4.5737  -5.2881  -2.6575  0.0000
H  -5.3255  -4.5749  -4.0230  0.0000
H  -5.1583  -3.2228  -1.1971  0.0000
H  -5.7511  -2.4749  -2.6916  0.0000
H  -3.2291  -3.1017  -3.5172  0.0013
H  -2.8682  -3.2229  -1.8520  0.0001
H  -3.9158  -0.9881  -1.3785  0.0000
H  -3.8766  -0.5927  -2.9836  -0.0007
H  -0.5680  -1.8832  -3.5093  0.0000
H  -1.7243  -0.7036  -4.1637  0.0010
H  0.8374  -0.2530  -2.3927  0.0000
H  0.5953  0.3274  -4.0619  0.0000
H  0.1381  1.9681  -2.1154  0.0000
H  -0.9176  2.0342  -3.4187  0.0000
H  -1.4404  0.9060  -0.7432  0.0000
H  -2.6156  1.1857  -2.1625  0.0000
H  -1.6546  -1.3575  0.0346  0.0000
H  -0.1246  -1.1369  -0.7621  0.0000
H  -1.0144  -2.5760  -1.1697  0.0000
C  3.2328  -1.9167  -0.2924  0.0000
C  4.1152  -1.7208  0.9563  0.0000
C  4.2108  -0.2603  1.4043  0.0000
C  4.9080  -0.0342  2.7813  0.0000
N  4.7490  1.4068  3.3370  0.0000
C  3.3288  1.6045  3.9075  0.0000
C  3.4405  1.8869  5.3944  0.0000
C  4.7627  1.1691  5.8262  0.0000
C  5.6268  1.5337  4.6371  0.0000
C  5.1733  2.4636  2.2628  0.0000
H  2.1992  -1.8189  0.0395  0.0000
H  3.4452  -2.9103  -0.6871  0.0000
H  3.3923  -1.1558  -1.0565  0.0000
H  5.1583  -1.9910  0.7915  0.0000
H  3.7742  -2.3892  1.7469  0.0000
H  3.1968  0.1395  1.3995  0.0000
H  4.8055  0.2947  0.6788  0.0000
H  5.9667  -0.2892  2.7332  0.0000
H  4.5234  -0.7190  3.5369  0.0000
H  2.8986  2.3866  3.2819  0.0000
H  2.8112  0.6460  3.8678  0.0000
H  3.4635  2.9662  5.5453  0.0000
H  2.6103  1.4671  5.9624  0.0000
H  5.2415  1.5188  6.7408  0.0000
H  4.5440  0.1016  5.7964  0.0000
H  5.9773  2.5626  4.7188  0.0000
H  6.4663  0.8486  4.5189  0.0000
H  5.3932  3.4149  2.7475  0.0000
H  4.3681  2.6254  1.5461  0.0000
H  6.0747  2.1326  1.7471  0.0000
C  -4.6033  -9.5948  -2.3194  0.0000
C  -3.5944  -8.7091  -1.4877  0.0000
C  -3.9146  -8.5681  0.0059  0.0000
C  -3.1178  -7.4869  0.7925  0.0000
N  -3.3646  -7.5487  2.3199  0.0000
C  -2.4496  -6.4682  2.9752  0.0000
C  -2.2783  -6.7558  4.4222  0.0000
C  -2.3922  -8.2659  4.5821  0.0000
C  -2.8388  -8.8552  3.1372  0.0000
C  -4.8940  -7.1799  2.5711  0.0000
H  -4.3081  -9.5951  -3.3686  0.0000
H  -5.6501  -9.3067  -2.2229  0.0000
H  -4.4164  -10.6002  -1.9423  0.0000
H  -3.6031  -7.7140  -1.9326  0.0000
H  -2.5738  -9.0872  -1.4295  0.0000
H  -3.9369  -9.5245  0.5283  0.0000
H  -4.9574  -8.2570  -0.0560  0.0000
H  -3.4108  -6.4445  0.6678  0.0000
H  -2.0473  -7.6920  0.7851  0.0000
H  -2.7034  -5.4168  2.8407  0.0000
H  -1.4704  -6.5691  2.5071  0.0000
H  -2.9912  -6.3244  5.1249  0.0000
H  -1.2771  -6.4666  4.7418  0.0000
H  -2.9079  -8.5866  5.4873  0.0000
H  -1.4040  -8.6740  4.7947  0.0000
H  -3.6361  -9.5970  3.1835  0.0000
H  -2.0667  -9.2172  2.4584  0.0000
H  -5.5913  -8.0039  2.4198  0.0000
H  -5.2387  -6.3201  1.9966  0.0000
H  -4.9407  -7.0850  3.6560  0.0000
C  -3.9824  3.1719  -0.3795  0.0000
C  -4.4736  1.9724  0.4705  0.0000
C  -3.4999  1.5273  1.6719  0.0000
C  -3.8138  2.3824  2.9331  0.0000
N  -2.7536  2.3214  4.0370  0.0000
C  -3.1228  3.3882  5.1112  0.0000
C  -1.8217  3.4849  5.9861  0.0000
C  -0.6475  3.2703  5.0182  0.0000
C  -1.3067  2.7642  3.6671  0.0000
C  -2.7667  0.8605  4.5952  0.0000
H  -2.9871  3.0542  -0.8081  0.0000
H  -3.8757  4.0374  0.2744  0.0000
H  -4.7048  3.4176  -1.1579  0.0000
H  -4.5994  1.1158  -0.1918  0.0000
H  -5.4663  2.0683  0.9103  0.0000
H  -2.4355  1.6431  1.4678  0.0000
H  -3.6875  0.4639  1.8205  0.0000
H  -4.7460  2.2356  3.4786  0.0000
H  -3.6933  3.4398  2.6974  0.0000
H  -4.0502  2.9847  5.5177  0.0000
H  -3.3365  4.3099  4.5699  0.0000
H  -1.8091  2.8360  6.8619  0.0000
H  -1.6200  4.4406  6.4699  0.0000
H  -0.0120  2.4618  5.3795  0.0000
H  -0.0440  4.1199  4.6988  0.0000
H  -0.8212  1.9946  3.0669  0.0000
H  -1.4775  3.6084  2.9991  0.0000
H  -2.4545  0.1421  3.8373  0.0000
H  -3.7739  0.5823  4.9055  0.0000
H  -2.0921  0.7870  5.4482  0.0000
Br  -4.4580  -0.2452  -5.7672  0.9919

Expectation value of S²: 0.7523
2S+1: 2
Total charge: +7
Gap between HOMO and LUMO (spin up / spin down) in hartree: 0.2650 / 0.2071
LUMO energy (spin up / spin down) in eV: -14.380 / -15.955

| no. | calculated total energy (Ha) |
| --- | --- |
| 1 | -3308.84800 |
| 2 | -5243.88083 |